No. 1
A cluster of 2 separate species, C5H7N in total in a non-equilibrium geometry, computed with wB97M-V/def2-TZVPD.

Computed properties:
* calculated total energy: -249.3032 Ha
* charge: 0
* ΔE to the lowest compared entry with this formula, charge and spin: 4.626 eV
* structure (SMILES): CC=C=N.C#C
* frontier orbital gap: 9.622 eV

The geometry in XYZ format:
```
13
Properties=species:S:1:pos:R:3:forces:R:3
C 2.088 0.358 -0.168 0.435 0.607 -0.034
C 0.590 0.626 0.126 0.646 -0.847 0.473
C 0.165 -0.595 -0.021 -0.586 -0.695 -0.116
N 0.059 -1.757 -0.388 -0.041 0.326 -0.479
H 2.526 -0.371 0.541 -0.123 0.442 -0.179
H 2.268 -0.041 -1.175 -0.170 0.323 0.194
H 2.587 1.305 -0.049 0.595 0.248 -0.123
H 0.251 1.359 0.848 -0.014 -0.181 -0.311
H 0.718 -2.408 0.026 -0.408 -0.249 0.562
C -2.941 0.971 0.118 0.028 -0.548 -0.019
C -2.686 -0.202 0.053 -0.193 0.550 0.024
H -3.172 2.012 0.164 0.029 -0.166 0.005
H -2.394 -1.228 -0.025 -0.199 0.190 0.004
```
Positions in Å, forces in eV/Å.



No. 2
An isolated molecule of C5H7N in a non-equilibrium geometry, computed with wB97M-V/def2-TZVPD.

Computed properties:
* calculated total energy: -249.3529 Ha
* charge: 0
* ΔE to the lowest compared entry with this formula, charge and spin: 3.275 eV
* structure (SMILES): [H]/N=C1\CCC1=C
* frontier orbital gap: 10.045 eV

The geometry in XYZ format:
```
13
Properties=species:S:1:pos:R:3:forces:R:3
H -2.975 1.000 -0.065 2.367 -0.437 -0.032
N -1.906 1.159 -0.015 -2.723 0.918 0.299
C -1.061 0.271 0.079 3.823 1.606 -0.393
C -0.797 -1.180 -0.021 1.277 -0.304 -2.441
C 0.773 -0.980 -0.110 0.461 -0.983 0.420
C 0.695 0.506 0.083 -3.683 -1.722 -1.105
C 1.468 1.543 -0.062 0.960 0.754 1.992
H -1.099 -1.691 0.832 -0.407 -1.080 1.573
H -1.222 -1.668 -0.893 -0.355 0.051 -0.129
H 1.501 -1.384 -0.881 -1.589 0.562 0.121
H 1.141 -1.486 0.755 0.578 -0.123 1.006
H 2.591 1.479 0.090 -1.479 0.273 -0.806
H 0.890 2.431 0.208 0.769 0.485 -0.506
```
Positions in Å, forces in eV/Å.



No. 3
An isolated molecule of C5H7N in a non-equilibrium geometry, computed with wB97M-V/def2-TZVPD.

Computed properties:
* calculated total energy: -249.2418 Ha
* charge: 0
* ΔE to the lowest compared entry with this formula, charge and spin: 6.296 eV
* frontier orbital gap (alpha / beta): 7.507 / 8.590 eV

The geometry in XYZ format:
```
13
Properties=species:S:1:pos:R:3:forces:R:3
C -0.289 1.318 -0.949 -0.060 0.109 0.058
C -0.318 -0.052 -0.346 -0.571 0.136 0.143
C -0.895 -0.452 0.933 -0.807 0.075 0.494
N -1.690 -0.712 -0.138 -0.021 -0.320 -0.533
C 0.895 -0.792 -0.335 0.945 -0.004 0.192
C 1.736 -0.548 0.664 -0.057 -0.001 -0.005
H 0.089 1.275 -1.975 -0.114 -0.017 0.158
H 0.406 1.916 -0.351 -0.134 0.030 -0.152
H -1.284 1.764 -0.940 0.104 -0.014 0.018
H -0.577 -1.261 1.590 -0.153 0.470 0.167
H 1.223 -0.010 1.502 1.009 -0.264 -0.228
H -1.823 -1.701 -0.350 0.166 -0.057 -0.232
H 2.798 -0.776 0.737 -0.307 -0.143 -0.079
```
Positions in Å, forces in eV/Å.



No. 4
An isolated molecule of C5H7N, computed with wB97M-V/def2-TZVPD.

Computed properties:
* calculated total energy: -249.3081 Ha
* charge: 0
* ΔE to the lowest compared entry with this formula, charge and spin: 4.494 eV
* frontier orbital gap: 7.724 eV

The geometry in XYZ format:
```
13
Properties=species:S:1:pos:R:3:forces:R:3
C -0.139 -0.013 2.754 -0.112 -0.041 -0.502
C -0.475 -0.106 1.602 0.146 0.027 0.518
C -0.938 -0.198 0.217 -0.112 -0.010 -0.017
N 0.150 0.007 -0.770 0.094 0.075 -0.102
C 0.581 1.259 -0.883 -0.030 -0.005 -0.089
C 0.580 -1.052 -1.457 0.106 0.012 0.097
H 0.177 0.083 3.770 -0.068 -0.043 -0.194
H -1.418 -1.159 0.013 0.162 0.103 0.037
H -1.677 0.587 0.027 0.069 -0.135 0.035
H 1.477 1.437 -1.460 -0.159 0.029 0.017
H -0.031 2.059 -0.493 0.118 -0.112 0.047
H 0.424 -2.049 -1.069 -0.157 0.202 -0.019
H 1.290 -0.855 -2.251 -0.056 -0.102 0.171
```
Positions in Å, forces in eV/Å.



No. 5
An isolated molecule of C5H7N in a non-equilibrium geometry, computed with wB97M-V/def2-TZVPD.

Computed properties:
* calculated total energy: -249.3374 Ha
* charge: 0
* ΔE to the lowest compared entry with this formula, charge and spin: 3.697 eV
* structure (SMILES): N#CC1CCC1
* frontier orbital gap: 9.750 eV

The geometry in XYZ format:
```
13
Properties=species:S:1:pos:R:3:forces:R:3
N 3.290 -0.218 0.297 -1.498 -0.159 -0.244
C 2.159 -0.307 0.046 0.339 -0.300 0.279
C 0.735 -0.317 -0.343 -0.276 0.175 -0.873
C -0.810 -0.973 0.548 1.651 -0.051 -1.492
C -1.386 0.330 0.025 0.132 0.200 0.086
C -0.018 0.986 -0.083 0.063 0.376 -0.213
H 0.629 -0.768 -1.314 0.039 0.311 -0.579
H -1.224 -1.887 0.125 0.489 -0.076 0.233
H 0.184 -1.021 1.005 -1.325 -0.326 2.621
H -1.805 0.171 -0.983 0.118 -0.005 0.314
H -2.133 0.870 0.615 0.124 -0.272 0.071
H 0.256 1.382 0.902 0.128 -0.069 -0.241
H 0.123 1.752 -0.840 0.014 0.195 0.037
```
Positions in Å, forces in eV/Å.



No. 6
An isolated molecule of C5H7N in a non-equilibrium geometry, computed with wB97M-V/def2-TZVPD.

Computed properties:
* calculated total energy: -249.4162 Ha
* charge: 0
* ΔE to the lowest compared entry with this formula, charge and spin: 1.553 eV
* structure (SMILES): Cn1cccc1
* frontier orbital gap: 9.202 eV

The geometry in XYZ format:
```
13
Properties=species:S:1:pos:R:3:forces:R:3
C 0.166 -1.928 0.396 0.113 0.368 0.392
N 0.037 -0.410 0.343 0.163 0.827 -0.076
C 0.370 0.874 1.068 -0.926 -1.183 -0.609
C 0.124 1.890 0.176 -0.019 -0.211 0.016
C -0.330 1.353 -1.043 0.020 0.080 -0.299
C -0.336 0.000 -0.909 -0.027 0.198 -0.216
H -0.582 -2.438 1.017 0.154 0.587 0.200
H 1.156 -2.302 0.673 -0.062 0.504 0.237
H -0.005 -2.339 -0.619 0.087 0.678 0.526
H 0.351 1.172 2.132 0.490 -1.529 -0.486
H 0.234 2.956 0.376 -0.082 -0.422 0.215
H -0.649 1.892 -1.917 0.132 0.061 -0.124
H -0.536 -0.720 -1.692 -0.043 0.041 0.223
```
Positions in Å, forces in eV/Å.



No. 7
An isolated molecule of C5H7N in a non-equilibrium geometry, computed with wB97M-V/def2-TZVPD.

Computed properties:
* calculated total energy: -249.3352 Ha
* charge: 0
* ΔE to the lowest compared entry with this formula, charge and spin: 3.757 eV
* structure (SMILES): C1[C@@H]2[C@@H]3CN1[C@H]23
* frontier orbital gap: 10.281 eV

The geometry in XYZ format:
```
13
Properties=species:S:1:pos:R:3:forces:R:3
C -0.104 0.567 -1.313 0.308 0.087 -0.040
C -0.479 1.024 0.074 -0.019 0.286 0.046
C 0.231 0.096 1.063 0.032 0.026 0.433
C 1.013 -0.931 0.309 -0.080 -0.040 -0.171
N -0.101 -0.850 -0.804 0.384 -0.174 0.089
C -0.994 -0.348 0.340 -0.335 -0.105 0.292
H -0.944 0.744 -2.004 0.317 -0.400 0.171
H 0.831 0.865 -1.793 0.011 0.114 0.149
H -0.887 1.964 0.430 0.064 -0.105 -0.110
H 0.373 0.465 2.070 -0.227 -0.293 0.112
H 0.834 -1.961 0.625 0.079 0.221 0.535
H 2.116 -0.805 0.287 -0.513 0.176 -1.256
H -1.887 -0.831 0.716 -0.021 0.207 -0.250
```
Positions in Å, forces in eV/Å.



No. 8
A cluster of 2 separate species, C5H7N in total in a non-equilibrium geometry, computed with wB97M-V/def2-TZVPD.

Computed properties:
* calculated total energy: -249.2868 Ha
* charge: 0
* ΔE to the lowest compared entry with this formula, charge and spin: 5.073 eV
* frontier orbital gap (alpha / beta): 6.587 / 9.171 eV

The geometry in XYZ format:
```
13
Properties=species:S:1:pos:R:3:forces:R:3
C -0.465 0.019 -1.952 -0.021 -0.039 -1.267
C 0.256 0.077 -0.806 0.407 0.329 0.631
C 0.267 1.192 0.092 -0.959 0.013 -1.919
N 0.205 0.660 1.301 1.140 -1.142 2.451
C 0.573 -0.715 1.261 0.075 0.853 0.681
C 0.693 -1.074 -0.021 -0.525 -0.034 -0.495
H -1.691 -0.155 1.156 -0.393 -0.115 0.205
H -0.898 0.906 -2.402 0.051 -0.114 0.109
H -0.577 -0.920 -2.488 0.024 0.167 0.052
H -0.206 2.151 -0.082 0.293 -0.008 -0.122
H 0.289 1.193 2.157 -0.105 -0.126 -0.194
H 0.721 -1.259 2.184 -0.051 0.113 -0.166
H 0.833 -2.075 -0.400 0.064 0.104 0.034
```
Positions in Å, forces in eV/Å.



No. 9
An isolated molecule of C5H7N in a non-equilibrium geometry, computed with wB97M-V/def2-TZVPD.

Computed properties:
* calculated total energy: -249.3927 Ha
* charge: 0
* ΔE to the lowest compared entry with this formula, charge and spin: 2.191 eV
* structure (SMILES): Cc1cc[nH]c1
* frontier orbital gap: 9.578 eV

The geometry in XYZ format:
```
13
Properties=species:S:1:pos:R:3:forces:R:3
C 1.031 1.896 -0.251 -0.130 -0.216 0.874
C 0.324 0.581 -0.044 2.787 1.139 -1.083
C -0.992 0.370 -0.480 -0.822 -0.587 2.002
C -1.291 -0.900 -0.067 -1.046 -0.037 -1.837
N -0.201 -1.581 0.330 1.530 1.339 1.882
C 0.963 -0.545 0.435 -4.158 -2.705 -1.431
H 0.284 2.690 -0.213 0.203 0.158 -0.497
H 1.662 1.908 -1.142 -0.262 0.179 -0.067
H 1.664 2.059 0.620 0.240 0.108 -0.115
H -1.740 1.117 -0.690 0.190 0.065 -0.473
H -2.213 -1.416 -0.319 -0.101 -0.010 0.704
H -0.289 -1.973 1.275 -0.020 -0.761 -0.689
H 1.679 -1.268 0.046 1.588 1.328 0.729
```
Positions in Å, forces in eV/Å.



No. 10
A structure of composition C5H7N in a non-equilibrium geometry, computed with wB97M-V/def2-TZVPD.

Computed properties:
* calculated total energy: -249.2695 Ha
* charge: 0
* ΔE to the lowest compared entry with this formula, charge and spin: 5.545 eV
* frontier orbital gap (alpha / beta): 9.089 / 7.270 eV

The geometry in XYZ format:
```
13
Properties=species:S:1:pos:R:3:forces:R:3
C -0.648 -0.755 -0.877 0.322 0.015 -0.150
C 0.831 -0.471 -0.738 0.629 -0.467 0.301
C -0.682 0.657 -0.493 -0.835 0.632 0.031
C 0.005 0.870 0.855 -0.341 0.348 -0.363
N -0.574 0.153 1.919 -0.428 -0.116 0.761
C 1.206 0.112 0.477 0.644 -0.450 -0.881
H -0.969 -0.945 -1.902 0.060 0.036 0.155
H -1.040 -1.519 -0.200 0.024 0.094 -0.079
H 1.525 -0.811 -1.504 -0.026 0.030 0.111
H -1.138 1.420 -1.121 0.141 -0.082 0.199
H 0.168 1.927 1.088 0.007 -0.200 -0.001
H -0.871 -0.754 1.558 -0.037 0.081 0.031
H 2.188 0.115 0.937 -0.159 0.078 -0.116
```
Positions in Å, forces in eV/Å.



No. 11
An isolated molecule of C5H7N, computed with wB97M-V/def2-TZVPD.

Computed properties:
* calculated total energy: -249.3421 Ha
* charge: 0
* ΔE to the lowest compared entry with this formula, charge and spin: 3.568 eV
* structure (SMILES): C1[C@@H]2[C@H]1[C@@H]1N[C@H]21
* frontier orbital gap: 9.917 eV

The geometry in XYZ format:
```
13
Properties=species:S:1:pos:R:3:forces:R:3
C 1.226 -0.326 0.602 0.071 -0.098 0.206
C 0.452 -0.659 -0.645 0.088 -0.184 -0.181
C 0.663 0.785 -0.202 0.117 0.152 0.047
C -0.880 0.916 -0.024 -0.094 0.274 -0.063
N -1.546 -0.113 0.781 0.156 0.131 0.189
C -1.080 -0.450 -0.537 -0.148 -0.150 -0.259
H 2.293 -0.463 0.450 -0.135 -0.008 0.132
H 0.906 -0.517 1.624 -0.024 -0.134 -0.140
H 0.885 -1.289 -1.415 0.109 0.403 -0.020
H 1.273 1.603 -0.578 -0.158 -0.320 -0.133
H -1.421 1.822 -0.278 0.016 -0.200 0.162
H -0.992 -0.537 1.521 -0.059 0.248 -0.088
H -1.778 -0.773 -1.300 0.062 -0.114 0.147
```
Positions in Å, forces in eV/Å.



No. 12
A structure of composition C5H7N, computed with wB97M-V/def2-TZVPD.

Computed properties:
* calculated total energy: -249.2691 Ha
* charge: 0
* ΔE to the lowest compared entry with this formula, charge and spin: 5.554 eV
* frontier orbital gap (alpha / beta): 7.516 / 7.516 eV

The geometry in XYZ format:
```
13
Properties=species:S:1:pos:R:3:forces:R:3
C -1.160 -0.971 0.337 -0.118 -0.128 0.003
N -0.011 -0.160 0.703 0.059 -0.138 -0.059
C -0.180 1.301 0.484 -0.102 0.162 0.018
C 0.954 1.230 -0.493 0.102 0.095 -0.051
C 1.049 -0.113 -0.304 0.100 -0.133 -0.220
C 1.853 -1.041 -1.006 -0.264 0.031 0.163
H -0.854 -2.019 0.255 -0.029 0.147 0.049
H -1.588 -0.662 -0.633 0.014 -0.071 0.099
H -1.937 -0.903 1.104 0.125 -0.001 -0.084
H -1.153 1.565 0.054 0.137 -0.037 0.039
H 0.008 1.912 1.375 -0.049 -0.053 -0.120
H 1.517 1.931 -1.095 -0.005 -0.014 0.146
H 1.503 -2.070 -0.782 0.029 0.140 0.017
```
Positions in Å, forces in eV/Å.



charge of number 10 (C5H7N)?
0



Please write out number 3 again, unchanged.
An isolated molecule of C5H7N in a non-equilibrium geometry, computed with wB97M-V/def2-TZVPD.

Computed properties:
* calculated total energy: -249.2418 Ha
* charge: 0
* ΔE to the lowest compared entry with this formula, charge and spin: 6.296 eV
* frontier orbital gap (alpha / beta): 7.507 / 8.590 eV

The geometry in XYZ format:
```
13
Properties=species:S:1:pos:R:3:forces:R:3
C -0.289 1.318 -0.949 -0.060 0.109 0.058
C -0.318 -0.052 -0.346 -0.571 0.136 0.143
C -0.895 -0.452 0.933 -0.807 0.075 0.494
N -1.690 -0.712 -0.138 -0.021 -0.320 -0.533
C 0.895 -0.792 -0.335 0.945 -0.004 0.192
C 1.736 -0.548 0.664 -0.057 -0.001 -0.005
H 0.089 1.275 -1.975 -0.114 -0.017 0.158
H 0.406 1.916 -0.351 -0.134 0.030 -0.152
H -1.284 1.764 -0.940 0.104 -0.014 0.018
H -0.577 -1.261 1.590 -0.153 0.470 0.167
H 1.223 -0.010 1.502 1.009 -0.264 -0.228
H -1.823 -1.701 -0.350 0.166 -0.057 -0.232
H 2.798 -0.776 0.737 -0.307 -0.143 -0.079
```
Positions in Å, forces in eV/Å.